Entry 1:
ORCA calculation (ωB97M-V with the def2-TZVPD basis set) on a cluster of 3 separate species, C38H68F4N4O7 in total.

Structure (XYZ):
```
121
Properties=species:S:1:pos:R:3:forces:R:3
F -6.596746 -0.703945 -1.626771 1.07 0.66 -0.35
F -1.285847 -1.746868 3.142535 0.12 -0.29 -1.33
F -5.284936 0.946586 -0.959204 -0.62 -0.74 -1.19
F -5.798548 0.691711 -3.127069 0.34 -0.49 1.34
O -0.484790 0.908857 -6.582552 0.11 0.15 -0.23
O 4.078790 -2.699455 3.599007 1.17 -0.36 -0.36
O 1.785765 -3.763823 1.415892 -0.32 0.21 1.28
O 6.344644 3.211607 0.632315 -0.34 -0.46 1.33
O 1.949019 -3.287967 -1.350279 0.14 0.42 -0.40
O -2.042574 -2.876444 -3.440713 0.18 0.54 -0.22
O -1.920562 2.102367 5.493313 0.32 0.04 0.06
N -4.366594 3.110881 0.939248 0.04 0.64 0.81
N -3.267529 0.215137 -6.765834 0.14 0.24 0.15
N 0.136569 -2.518946 -2.628293 0.63 -0.05 -1.61
N -2.511303 -0.554878 6.405263 0.06 0.07 -0.27
C -0.096885 -2.328377 1.074708 -1.23 0.15 -0.42
C -3.828529 -1.499221 2.051832 1.31 0.72 -0.75
C 6.950685 3.601903 1.881070 0.40 0.63 -0.37
C -2.746913 -2.088329 -0.328523 1.45 -0.09 0.75
C -4.100250 -2.000693 -1.075559 -0.04 -0.70 -0.20
C -2.620370 -1.879064 1.120300 0.51 -0.34 0.12
C 2.678032 -4.287127 2.409720 1.00 0.16 -1.08
C -4.193994 -0.822980 -2.124218 0.17 -0.11 0.12
C 5.748956 -1.128806 2.756233 -0.38 -0.26 0.71
C -1.150654 -0.021766 6.538570 -0.23 0.28 0.18
C -0.912349 0.366393 7.994582 0.16 -0.08 0.17
C -5.280587 3.026278 2.129048 -1.35 0.31 -0.98
C 5.151797 1.293723 -0.381591 -0.21 0.85 0.33
C -3.783476 0.082966 2.202416 0.33 -0.35 0.76
C 5.135433 1.085853 -2.918331 0.11 0.94 0.23
C -2.635332 0.999174 -7.833767 0.25 -0.34 0.05
C -2.385369 0.088715 -9.031955 -0.08 0.00 -0.24
C -1.269810 -2.625873 -2.561628 0.53 0.36 3.03
C 4.010716 -3.424186 2.372065 -1.17 -1.12 0.15
C 1.495430 -0.346962 -2.950241 0.44 0.14 -0.94
C 0.749537 -1.584555 -3.591991 -0.09 0.10 -0.68
C 0.837743 -2.872989 -1.446391 -2.52 1.24 1.36
C -5.872763 1.595625 2.342937 -0.13 -0.56 1.23
C -1.856356 3.084069 6.512770 -0.33 0.00 -0.11
C -0.890966 1.124917 5.545350 0.01 -0.26 -0.28
C 5.386248 2.092986 -1.726472 0.10 -0.94 0.50
C -1.534957 -2.385330 -1.041724 0.83 -0.26 1.77
C 0.385396 0.102006 -7.358057 -0.04 -0.19 0.31
C -1.328031 -1.984877 1.785503 -0.13 -0.36 -2.39
C -5.486022 0.020602 -1.970246 0.54 0.17 0.25
C 3.640688 1.113866 -3.462994 0.81 -0.63 -0.52
C -4.897820 0.648590 3.176648 0.27 0.76 -1.62
C 1.271566 -2.487051 1.793027 -0.99 0.43 -0.41
C 5.393625 2.169261 0.911532 -0.07 -0.75 -0.31
C 2.975634 -0.334364 -3.490921 -0.15 1.18 -0.28
C -1.370107 1.722943 -7.336378 -0.25 0.22 0.15
C -0.234378 -2.518878 -0.343341 -1.70 -0.05 0.20
C 5.430481 -2.240291 3.839499 -0.42 0.30 -1.04
H 5.439260 -1.832850 4.875764 0.07 -0.28 -0.81
H 7.254479 4.673570 1.763702 -0.40 -0.84 0.29
H 5.868932 1.356806 -3.727675 -0.86 -0.38 0.56
H 4.675525 2.958972 -1.742805 0.64 -0.66 -0.16
H 2.933000 -5.327479 2.071680 -0.44 0.93 0.33
H -0.845765 -0.527220 8.618344 -0.05 0.02 -0.07
H 5.824299 1.553627 1.746961 -0.49 0.19 -0.81
H -3.623896 -1.991295 3.033444 -0.50 0.44 -0.70
H -3.344281 1.768818 -8.155775 0.06 0.05 0.10
H -6.823176 1.653676 2.946291 0.81 0.32 -0.59
H -5.460738 -0.185277 3.669141 0.52 0.79 -0.28
H 0.024150 0.919118 8.105933 -0.04 0.00 -0.01
H 2.905775 -0.604053 -4.581892 0.18 -0.10 1.10
H 1.277347 -0.100624 -6.761837 -0.04 0.09 0.03
H -2.343534 3.987115 6.141086 0.04 -0.06 -0.07
H 4.770571 -0.600001 2.581493 1.03 -0.20 0.30
H -4.779965 3.448915 3.039684 -0.29 -0.70 -0.78
H 3.958873 -2.771242 1.459123 0.09 -0.42 0.83
H 1.412565 -0.271713 -1.839299 0.17 -0.32 -0.77
H 4.074630 0.970023 -0.395823 0.94 0.07 0.15
H 5.427189 0.066826 -2.550354 -0.36 0.78 -0.45
H -4.375165 1.314527 3.911967 -0.65 -0.83 -0.23
H -2.783187 0.355474 2.645987 -0.82 -0.40 -0.50
H -4.221827 -2.960711 -1.649752 0.11 0.87 0.58
H 3.661595 -1.043939 -2.971977 -0.80 0.27 -0.36
H 1.442397 -2.141542 -4.266748 -0.47 0.47 0.51
H -6.149145 3.711204 1.895118 0.61 -0.58 0.64
H -2.547133 -0.379047 -6.357780 -0.11 -0.07 -0.10
H 0.692919 0.595435 -8.284209 -0.09 0.01 -0.02
H 6.519681 -0.425017 3.165323 -0.62 -0.55 -0.67
H -3.152831 0.234847 6.458615 0.02 -0.09 0.10
H -2.407704 2.752888 7.395476 0.15 0.08 0.14
H 0.083877 1.597615 5.721462 -0.04 0.06 0.15
H -4.801063 -1.842520 1.631418 0.74 0.21 0.40
H 6.431742 2.493577 -1.756589 -0.97 -0.34 0.08
H -2.634673 -0.901145 5.455780 0.03 -0.11 0.07
H -6.174294 1.115131 1.371298 0.48 0.54 0.80
H 4.414162 2.569620 1.300676 0.87 0.04 -0.42
H -4.152369 -1.196455 -3.174961 -0.06 0.16 0.89
H 3.000489 1.857843 -2.927553 0.59 -0.65 -0.18
H -1.768844 0.588455 -9.783654 0.00 -0.02 0.03
H -4.925494 3.253856 0.093273 0.12 -0.29 0.39
H 6.037521 -1.557262 1.764719 0.08 0.32 0.94
H 1.110495 -2.379910 2.895526 0.21 -0.28 -0.78
H 5.788250 0.376659 -0.312605 -0.41 0.75 -0.33
H 7.901737 3.028892 2.078371 -1.02 0.23 -0.12
H -0.825232 3.331712 6.780401 0.01 -0.08 0.03
H -1.893375 -0.844147 -8.753078 0.00 0.07 0.07
H 2.205379 -4.328168 3.421327 0.46 0.22 -0.65
H -3.520938 0.842202 -6.005282 -0.14 -0.04 -0.07
H -3.801979 0.594961 1.202866 -0.20 -0.59 0.91
H 6.109044 -3.132352 3.744579 -0.36 0.89 0.26
H -0.837644 2.214127 -8.160701 0.04 -0.13 -0.07
H -1.719090 0.977342 8.402136 0.00 0.00 -0.10
H -0.087348 -0.857534 -7.578390 0.09 -0.01 -0.21
H -4.948773 -1.973093 -0.350712 0.78 0.15 -0.61
H 1.938217 -1.636083 1.472146 -0.39 -0.82 0.23
H -3.880136 4.004748 1.064221 0.06 -0.45 -0.26
H -0.080035 -1.165825 -4.225630 0.68 -0.71 0.53
H 4.856735 -4.148865 2.221840 -0.33 0.80 0.44
H -0.846829 0.692773 4.540298 -0.11 0.04 0.02
H 6.220331 3.471835 2.724619 0.79 0.30 -0.63
H -3.331153 -0.181443 -9.505567 0.03 0.01 0.09
H 3.729174 1.472369 -4.526331 -0.39 -0.21 1.00
H -3.290921 -0.174548 -1.959276 -1.11 -0.22 -0.31
H 1.018273 0.587960 -3.360591 0.33 -0.89 0.46
H -0.445715 -0.824702 6.299569 -0.03 0.05 -0.13
H -1.685769 2.519572 -6.655152 0.04 -0.09 0.06
```
Forces are in eV/Å.

Values from the calculation:
SMILES ... CCOCCOCc1c(F)c(CCCCCN)c(CCC(F)(F)F)c2c1C(=O)N(CCCCCCCCOC)C2=O.COC[C@@H](C)N.COC[C@@H](C)N
HOMO energy ... -0.32853 hartree
Spin multiplicity ... 1
HOMO-LUMO gap ... 8.75 eV
E_LUMO ... -0.0071 Eh
E_tot ... -71667.5409 eV


Entry 2:
ORCA calculation (ωB97M-V with the def2-TZVPD basis set) on a structure of composition C38H69N4O4PSbSi3Ti.

Structure (XYZ):
```
121
Properties=species:S:1:pos:R:3:forces:R:3
Sb -1.507154 -1.005293 -1.097527 -0.56 0.10 -0.61
Ti 0.888879 0.097477 1.458107 -1.00 -1.01 -0.39
P 1.323104 2.799699 0.153067 0.10 -0.24 0.26
Si -3.953266 -0.780743 -0.306178 -0.15 0.01 0.04
Si -0.868396 -3.474793 -1.485154 0.09 -0.18 0.05
Si -2.414047 -0.944065 -3.585159 0.26 0.03 -0.25
O 1.802680 3.195404 1.489275 -0.04 0.08 -0.15
O 0.522926 1.479693 0.059074 0.15 0.42 0.20
O 0.420079 3.968119 -0.453767 0.05 -0.08 -0.14
O 2.513719 2.548198 -0.887753 -0.22 0.10 -0.13
N 2.279475 -0.392745 2.848375 0.06 0.17 -0.04
N -0.340150 -1.119998 1.613484 0.69 0.43 0.63
N 2.460599 -1.019995 0.289046 0.01 0.13 0.26
N 0.278540 1.226934 3.180729 0.36 0.16 -0.21
C -1.434165 -1.244544 3.832125 -0.07 -0.02 0.02
C -1.725654 3.266264 -1.328461 -0.03 -0.01 -0.02
C 3.810319 3.189097 -0.848596 0.04 -0.05 0.05
C -0.586946 5.388842 -2.022603 -0.01 -0.05 0.00
C 4.240217 -3.006936 -0.610052 0.02 -0.01 -0.02
C 0.295698 3.180099 -2.792428 -0.01 -0.02 -0.05
C 3.984136 -1.911773 3.585477 0.00 -0.05 -0.08
C 3.020875 -0.324451 5.137382 -0.02 0.07 -0.04
C 0.472764 -4.113362 -0.323633 -0.06 0.06 -0.06
C 3.241684 -1.752413 1.185187 0.12 -0.04 0.02
C 1.929996 -0.391241 -2.036482 -0.06 0.00 -0.08
C -1.039227 2.773210 4.429633 -0.03 -0.07 -0.07
C -1.897341 -2.973709 2.109661 -0.09 -0.01 -0.08
C 3.660377 4.696300 -0.693989 0.02 0.03 0.00
C -0.393609 3.923310 -1.656607 -0.01 0.03 0.02
C -1.692938 2.168471 2.103159 -0.09 0.04 -0.03
C -4.476377 0.942536 -0.887518 0.05 -0.06 0.06
C 3.179439 -1.381070 2.548656 0.05 0.13 0.16
C -3.201743 -2.465248 -4.408756 -0.04 -0.03 0.14
C 2.177483 0.149305 4.101176 0.02 -0.10 0.13
C 0.940072 1.865724 5.425711 -0.07 -0.06 -0.02
C 3.524869 -2.192879 -1.513462 -0.05 0.04 0.02
C 2.657807 -1.230950 -1.028443 0.11 -0.05 -0.04
C 4.436078 2.840733 -2.192511 0.00 0.01 0.02
C -0.139868 2.691113 5.515714 0.02 -0.01 0.00
C 4.615763 2.582103 0.292386 0.04 0.02 0.01
C -0.782354 2.047006 3.287231 -0.01 0.05 0.09
C 0.322558 -2.895024 3.218802 -0.01 -0.07 0.00
C 1.140126 1.101664 4.251207 0.15 -0.04 0.18
C -0.822302 -2.030630 2.662979 0.01 -0.06 -0.09
C -3.602642 0.434362 -4.126830 -0.02 -0.04 0.17
C -2.319957 -4.680398 -1.481907 0.04 0.09 0.03
C -0.891412 -0.521800 -4.637330 0.00 -0.03 0.03
C -4.379636 -0.667063 1.533114 0.03 -0.07 -0.07
C -5.127152 -2.075043 -1.022829 0.05 0.10 -0.02
C 3.887849 -1.362221 4.854554 0.02 -0.01 0.05
C 4.106935 -2.778197 0.723945 -0.08 0.02 0.00
C 0.001011 -3.632341 -3.157707 -0.05 0.02 0.04
H -1.349915 2.974015 1.452436 0.02 -0.01 0.00
H -5.194683 -2.000952 -2.108797 0.00 0.02 -0.03
H -5.333874 -0.130754 1.570862 -0.01 0.00 0.03
H -3.421952 -2.194939 -5.445898 -0.01 -0.02 -0.03
H -6.127383 -1.919227 -0.607864 -0.02 -0.02 0.00
H -3.649153 -0.092056 2.100188 0.02 0.04 -0.03
H 3.170598 4.941377 0.247664 0.00 -0.02 0.02
H -3.623988 0.400234 -5.220102 -0.02 0.02 -0.02
H -5.564414 0.968330 -1.000414 -0.02 0.02 0.03
H 0.946137 -3.086332 -3.145452 0.05 -0.02 0.03
H -0.083145 -3.764999 3.745725 0.00 0.02 0.03
H -1.998849 -1.921915 4.479993 0.03 -0.01 0.02
H 3.630718 -2.307479 -2.583905 0.02 0.00 -0.01
H -4.031886 1.272007 -1.818682 0.04 -0.01 -0.06
H -0.566399 -3.310837 -4.025894 -0.02 0.00 0.00
H -2.348832 3.232563 -2.225119 -0.01 0.02 -0.01
H -0.078661 -1.242425 -4.559900 0.00 -0.03 0.02
H -1.230135 5.477245 -2.899684 -0.01 0.00 -0.01
H 1.281605 3.597699 -2.994469 0.01 0.01 -0.01
H 1.151010 -0.972465 -2.532524 0.01 -0.01 -0.01
H -1.912960 3.409080 4.466205 0.00 0.01 0.01
H -3.054469 -4.428706 -2.247757 0.00 0.02 -0.02
H 4.898286 -3.787576 -0.972328 -0.01 -0.01 0.00
H -0.318372 3.271624 -3.691076 0.01 0.00 -0.01
H 0.374966 5.853452 -2.242252 0.02 0.00 -0.01
H 1.470909 0.477281 -1.587619 -0.01 -0.01 0.02
H -0.305092 3.279680 6.409663 -0.01 0.02 0.00
H -2.256598 3.833009 -0.562237 0.00 0.01 0.02
H 4.558501 1.760823 -2.280755 -0.02 -0.02 0.00
H 1.218479 -3.345900 -0.112923 0.01 0.04 -0.01
H -1.944140 -5.687889 -1.682734 -0.01 -0.03 0.01
H -3.266719 1.428039 -3.827860 0.06 0.03 -0.01
H -2.707189 2.402465 2.433014 0.01 0.02 -0.01
H -4.511171 -1.625299 2.032739 -0.03 -0.02 -0.01
H -1.184167 -0.457026 -5.690142 0.01 0.02 -0.02
H 4.648045 5.161369 -0.706795 0.00 0.01 -0.01
H -2.695915 -2.418564 1.624984 0.06 0.00 0.03
H 3.070546 5.109921 -1.514478 0.00 0.00 -0.02
H 0.237218 -4.693963 -3.281795 0.03 -0.01 -0.01
H -4.140827 -2.752157 -3.932752 -0.05 0.04 0.00
H -1.573604 2.246486 -0.974700 0.02 0.00 -0.01
H 4.511242 -1.760955 5.647515 0.00 0.01 0.00
H -4.200306 1.667653 -0.118190 0.00 0.01 0.04
H -1.485856 -3.664262 1.379372 0.05 -0.01 -0.03
H 1.649337 1.787371 6.237298 0.00 0.00 0.00
H 0.938255 -2.336161 3.923162 0.02 0.03 -0.03
H 5.628607 2.991317 0.287586 0.02 -0.01 0.01
H -4.807456 -3.089601 -0.780688 0.02 0.00 0.04
H 4.674006 1.498799 0.170416 0.00 -0.01 -0.01
H 4.678366 -2.714108 3.389936 0.02 0.01 0.00
H 2.949762 0.084518 6.133886 -0.01 -0.01 0.00
H 0.976303 -4.931804 -0.848440 0.02 0.00 0.02
H 5.415124 3.313163 -2.287616 0.02 0.00 0.01
H 0.118096 -4.493444 0.629986 -0.04 -0.04 0.02
H 0.969178 -3.250105 2.415930 -0.04 -0.02 -0.03
H -4.622346 0.305376 -3.763515 -0.04 -0.03 0.00
H 4.143531 2.797425 1.249449 0.00 0.02 -0.01
H -0.487786 0.447660 -4.335459 -0.02 0.05 0.00
H -1.711536 1.250692 1.512990 0.00 -0.02 0.03
H 0.408702 2.120165 -2.565048 0.00 0.00 0.03
H 2.631797 -0.064103 -2.806324 -0.01 0.01 0.00
H 3.799999 3.185452 -3.009165 -0.01 0.02 0.00
H -0.661689 -0.767636 4.432423 0.01 0.02 -0.01
H -2.332868 -3.565664 2.919832 0.00 -0.01 -0.01
H -2.112993 -0.467589 3.480746 -0.01 -0.03 -0.02
H -1.048136 5.924749 -1.193121 0.00 0.00 0.02
H 4.657036 -3.367270 1.442575 0.00 -0.01 0.00
H -2.830559 -4.691783 -0.517326 0.02 0.00 0.03
H -2.570058 -3.351832 -4.418348 0.03 0.01 0.00
```
Forces are in eV/Å.

Values from the calculation:
HOMO energy (alpha / beta) ... -0.07694 / -0.17820 hartree
Spin multiplicity ... 3
Charge ... -1
Energy relative to the best compared isomer or geometry (same formula, charge and spin) ... 0.684 eV
HOMO-LUMO gap (alpha / beta) ... 4.60 / 7.35 eV
E_LUMO (alpha / beta) ... 0.0920 / 0.0920 Eh
E_tot ... -117262.5662 eV


Q: Number 1 is which compound?
A: C38H68F4N4O7